[1]
{"formula": "C3H5NOS2", "method": "ωB97M-V/def2-TZVPD", "species": ["C", "C", "C", "H", "H", "H", "H", "H", "N", "O", "S", "S"], "positions_angstrom": [[1.847, 1.771, 0.266], [0.273, -0.592, -0.216], [-1.055, -1.184, 0.030], [2.170, 1.447, 1.145], [2.339, 1.608, -0.704], [1.784, 2.895, 0.608], [-0.919, -2.209, 0.686], [-3.489, 0.616, -0.093], [-2.286, -0.739, 0.369], [-2.455, 0.627, -0.185], [0.057, 1.202, -0.140], [1.654, -1.463, -0.061]], "atomic_forces_ev_per_a": [[-3.4, 3.6, -3.6], [-0.3, 1.9, 0.6], [-3.1, -2.8, 4.8], [1.7, -2.8, 3.2], [0.6, 0.1, 1.1], [-0.3, -1.7, -1.6], [-0.4, 2.2, -2.3], [2.8, 0.6, -0.4], [4.2, 1.0, -3.1], [-3.7, -2.4, 1.3], [2.5, -0.3, 0.5], [-0.7, 0.5, -0.4]], "largest_force_ev_per_a": 6.332, "charge": 0, "de_lowest_kj_mol": 431.2, "e_homo_ev": -9.067, "homo_lumo_gap_ev": 7.847}



[2]
{"formula": "C3H5NOS2", "method": "ωB97M-V/def2-TZVPD", "species": ["C", "C", "C", "N", "O", "S", "S", "H", "H", "H", "H", "H"], "positions_angstrom": [[2.954, 0.366, -0.471], [-0.603, -0.477, -0.956], [-1.180, -0.028, 0.168], [2.093, 0.980, 0.018], [3.797, -0.105, -1.151], [-1.898, 1.630, 0.463], [-1.416, -1.007, 1.614], [-0.287, 0.139, -1.874], [-0.487, -1.534, -0.908], [1.491, 1.081, 0.750], [-2.851, 1.178, 1.436], [-1.613, -2.223, 0.911]], "atomic_forces_ev_per_a": [[2.5, -1.2, -2.3], [-0.3, 1.7, -0.2], [-0.6, 1.1, -0.6], [-0.4, 1.2, -0.5], [-0.5, 0.0, 0.9], [-0.4, -1.2, 0.9], [-0.4, -1.9, -0.8], [-0.9, -1.1, 1.6], [0.9, -0.6, -0.5], [-1.5, 0.1, 1.9], [1.4, 0.6, -1.4], [0.3, 1.3, 1.0]], "largest_force_ev_per_a": 3.579, "charge": 0, "de_lowest_kj_mol": 164.8, "e_homo_ev": -8.889, "homo_lumo_gap_ev": 9.210}



[3]
{"formula": "C3H5NOS2", "method": "ωB97M-V/def2-TZVPD", "species": ["C", "C", "C", "H", "H", "H", "H", "H", "N", "O", "S", "S"], "positions_angstrom": [[1.390, -0.366, -0.744], [-0.251, 0.934, 0.764], [-1.292, -0.232, 0.282], [1.143, -0.081, -1.776], [1.038, -1.399, -0.395], [2.544, -0.433, -0.493], [1.331, 1.770, -0.009], [-2.428, -1.677, 0.635], [0.877, 0.752, 0.151], [-1.688, -1.256, 1.043], [-0.675, 2.075, 1.795], [-1.990, -0.087, -1.252]], "atomic_forces_ev_per_a": [[1.4, 0.0, 2.2], [-2.7, -4.1, -0.4], [-1.2, 0.6, -1.7], [0.3, -0.7, 0.3], [-0.1, 1.7, -0.7], [-2.3, 0.4, -1.0], [-0.7, -3.4, 0.6], [-0.9, -0.5, -0.9], [3.7, 2.8, -2.3], [2.1, 1.8, 1.4], [-0.6, 1.1, 0.7], [1.0, 0.2, 1.7]], "largest_force_ev_per_a": 5.190, "charge": 0, "de_lowest_kj_mol": 183.2, "e_homo_ev": -8.699, "homo_lumo_gap_ev": 8.437}



[4]
{"formula": "C3H5NP2", "method": "ωB97M-V/def2-TZVPD", "species": ["C", "C", "C", "N", "P", "P", "H", "H", "H", "H", "H"], "positions_angstrom": [[0.294, -1.008, -0.305], [-0.171, 0.269, -0.067], [-1.704, 0.668, -0.176], [1.504, -1.298, -0.119], [1.055, 1.445, 0.524], [2.567, -0.057, 0.084], [-0.494, -1.714, -0.510], [-1.878, 1.686, -0.432], [-2.226, 0.506, 0.705], [-2.302, 0.181, -0.874], [3.357, -0.678, 1.168]], "atomic_forces_ev_per_a": [[-1.8, -0.4, 0.1], [-0.9, 4.4, 1.0], [2.8, 0.3, -0.3], [2.1, -2.2, -0.5], [-1.3, -1.1, -0.5], [0.1, -0.3, 0.7], [0.2, -0.9, -0.4], [0.4, 1.1, 0.0], [-0.6, -0.3, 2.2], [-0.4, -1.5, -1.7], [-0.8, 1.0, -0.7]], "largest_force_ev_per_a": 4.572, "charge": 0, "de_lowest_kj_mol": 0.0, "e_homo_ev": -8.888, "homo_lumo_gap_ev": 8.127}



[5]
{"formula": "C3H5NS", "method": "ωB97M-V/def2-TZVPD", "species": ["C", "C", "C", "H", "H", "H", "H", "H", "N", "S"], "positions_angstrom": [[0.252, 1.079, -0.068], [-0.228, -0.179, 0.594], [0.991, -1.134, 0.181], [-0.994, 1.754, -1.039], [1.638, 0.586, -0.935], [0.769, 1.796, 0.748], [-0.548, 0.070, 1.672], [-1.873, -1.141, -1.189], [1.940, -1.754, -0.036], [-1.947, -1.077, 0.072]], "atomic_forces_ev_per_a": [[1.6, 2.3, -2.9], [-0.2, -2.3, -1.1], [-2.2, 0.7, 2.5], [3.5, -1.6, 2.7], [-4.0, 1.8, 1.8], [-1.6, -1.3, -2.2], [1.3, -1.2, -1.4], [0.6, 0.1, -2.5], [-0.5, 0.1, -0.1], [1.5, 1.2, 3.1]], "largest_force_ev_per_a": 4.767, "charge": 0, "de_lowest_kj_mol": 641.8, "e_homo_ev": -10.008, "homo_lumo_gap_ev": 9.680}



[6]
{"formula": "C3H5NS", "method": "ωB97M-V/def2-TZVPD", "species": ["C", "C", "C", "H", "H", "H", "H", "H", "N", "S"], "positions_angstrom": [[-0.468, 0.584, 0.624], [-0.690, -0.735, 0.090], [0.887, 0.486, -0.138], [-0.523, -1.473, 0.839], [-1.607, -0.806, -0.492], [0.216, -0.491, -1.683], [1.071, 1.304, -0.871], [1.688, 0.330, 0.740], [0.546, -0.746, -0.783], [-1.120, 1.547, 1.672]], "atomic_forces_ev_per_a": [[2.7, 0.5, -0.8], [-0.7, -2.0, -1.7], [1.8, 2.4, 2.3], [-0.6, -0.8, 0.7], [-0.3, -0.6, 0.3], [-0.1, -0.1, -1.2], [0.5, -0.3, 1.0], [-1.2, 0.7, -2.2], [-1.2, -0.8, 0.9], [-0.8, 1.0, 0.8]], "largest_force_ev_per_a": 3.755, "charge": 0, "de_lowest_kj_mol": 186.9, "e_homo_ev": -8.629, "homo_lumo_gap_ev": 8.533}



[7]
{"formula": "C3H5NS", "method": "ωB97M-V/def2-TZVPD", "species": ["C", "C", "C", "H", "H", "H", "H", "H", "N", "S"], "positions_angstrom": [[-0.569, -0.237, -0.426], [0.524, 0.299, 0.287], [1.514, -0.706, 0.461], [-2.627, 0.355, -0.392], [-1.296, 1.553, -0.406], [-0.815, -1.339, -0.540], [0.553, 1.429, 0.920], [1.122, -1.764, 0.200], [-1.471, 0.660, -0.804], [3.065, -0.250, 0.701]], "atomic_forces_ev_per_a": [[1.9, 0.6, 3.0], [-2.1, -0.4, 0.9], [0.8, 0.0, -0.7], [4.5, 1.1, -2.0], [0.2, 0.9, 0.1], [0.8, 1.6, -0.2], [0.0, -3.6, -2.6], [1.1, 1.5, 0.6], [-7.3, -1.0, 0.4], [0.1, -0.9, 0.4]], "largest_force_ev_per_a": 7.382, "charge": 0, "de_lowest_kj_mol": 272.8, "e_homo_ev": -7.979, "homo_lumo_gap_ev": 7.756}



[8]
{"formula": "C3H5NS", "method": "ωB97M-V/def2-TZVPD", "species": ["C", "C", "C", "N", "S", "H", "H", "H", "H", "H"], "positions_angstrom": [[-0.809, -0.338, -0.018], [1.710, -1.024, -0.126], [-1.684, 0.809, -0.023], [0.431, -0.389, 0.013], [2.020, 0.632, 0.586], [1.748, -1.987, 0.402], [1.992, -1.111, -1.161], [-1.025, 1.567, -0.428], [-1.648, 1.050, 1.103], [-2.733, 0.790, -0.349]], "atomic_forces_ev_per_a": [[2.1, -1.8, -1.7], [-1.8, 0.3, 0.6], [0.7, 1.1, 3.2], [-2.0, -0.7, -0.1], [0.7, 0.0, 0.1], [0.4, 0.6, 0.3], [0.1, 0.0, -0.3], [-0.5, 0.8, -0.6], [-0.6, 0.1, -1.2], [0.8, -0.4, -0.1]], "largest_force_ev_per_a": 3.470, "charge": 0, "de_lowest_kj_mol": 341.0, "e_homo_ev": -7.703, "homo_lumo_gap_ev": 7.933}



[9]
{"formula": "C3H5NS2", "method": "ωB97M-V/def2-TZVPD", "species": ["C", "C", "C", "N", "S", "S", "H", "H", "H", "H", "H"], "positions_angstrom": [[0.408, -0.782, 0.437], [0.314, 1.750, -0.466], [-0.934, -1.289, 0.097], [0.794, 0.389, -0.486], [1.486, -1.347, 1.499], [1.957, 1.488, 0.020], [0.254, 2.113, -1.494], [-0.453, 2.105, 0.366], [-0.797, -2.407, 0.014], [-1.680, -1.096, 0.865], [-1.348, -0.925, -0.854]], "atomic_forces_ev_per_a": [[1.1, 3.2, -1.4], [-2.4, 0.5, 0.9], [-0.4, -1.9, -0.6], [-1.0, -3.1, 1.5], [-0.5, 0.0, -0.3], [2.1, 0.6, 0.9], [-0.7, 0.3, 0.5], [1.6, -0.8, -2.0], [-0.5, 1.1, 0.1], [0.2, 0.0, 0.2], [0.4, 0.1, 0.3]], "largest_force_ev_per_a": 3.677, "charge": 0, "de_lowest_kj_mol": 245.0, "e_homo_ev": -8.564, "homo_lumo_gap_ev": 8.564}



[10]
{"formula": "C3H5NS2", "method": "ωB97M-V/def2-TZVPD", "species": ["C", "C", "C", "H", "H", "H", "H", "H", "N", "S", "S"], "positions_angstrom": [[-0.378, 0.454, 0.833], [0.767, 0.697, 0.194], [1.226, 0.013, -1.054], [-1.955, -0.640, 1.484], [-0.688, -1.455, 0.854], [-0.676, 1.274, 1.482], [1.364, 1.515, 0.552], [-1.172, -0.505, -1.397], [-1.263, -0.617, 0.748], [0.000, -0.774, -2.080], [2.773, 0.039, -1.615]], "atomic_forces_ev_per_a": [[-0.5, 1.3, 0.8], [0.2, -1.0, -1.6], [-0.1, 0.1, 0.4], [0.0, 0.3, 0.0], [-0.6, -0.1, -0.5], [-0.1, -0.3, 0.4], [0.1, 0.2, -0.2], [1.0, -0.1, -0.3], [0.9, -0.6, 0.4], [-0.1, 0.3, 0.3], [-0.8, 0.0, 0.4]], "largest_force_ev_per_a": 1.929, "charge": 0, "de_lowest_kj_mol": 121.2, "e_homo_ev": -8.521, "homo_lumo_gap_ev": 8.102}



[11]
{"formula": "C3H5NS4", "method": "ωB97M-V/def2-TZVPD", "species": ["C", "C", "C", "H", "H", "H", "H", "H", "N", "S", "S", "S", "S"], "positions_angstrom": [[1.558, 0.114, -0.162], [0.209, -0.021, 0.422], [-0.688, -1.197, -0.036], [1.554, 0.183, -2.522], [1.926, -0.949, -0.495], [2.187, 0.351, 0.726], [1.674, 2.177, 2.031], [-2.186, -0.219, 1.430], [-0.485, 0.847, 0.981], [1.959, 1.162, -1.647], [0.067, 2.320, 1.612], [-2.349, -1.196, 0.609], [-0.191, -2.340, -1.161]], "atomic_forces_ev_per_a": [[2.5, -2.6, 0.5], [-1.4, -1.5, -2.9], [0.1, -0.8, -0.8], [0.2, 0.6, 0.5], [-0.8, 2.0, 0.8], [0.2, 0.3, -1.0], [-3.4, 0.1, -1.3], [0.2, 1.2, 1.0], [0.4, 2.4, 2.1], [-1.0, -0.9, 0.5], [2.9, -0.5, 0.7], [0.8, -1.8, -1.6], [-0.6, 1.4, 1.4]], "largest_force_ev_per_a": 3.677, "charge": 0, "de_lowest_kj_mol": 224.8, "e_homo_ev": -8.937, "homo_lumo_gap_ev": 7.643}



[12]
{"formula": "C3H5O2P", "method": "ωB97M-V/def2-TZVPD", "species": ["C", "C", "C", "O", "O", "P", "H", "H", "H", "H", "H"], "positions_angstrom": [[0.567, 0.321, 0.657], [-0.651, 0.479, -1.590], [-0.704, 0.263, -0.132], [1.462, 1.093, 0.442], [-1.161, 1.438, -0.728], [0.628, -0.884, 2.069], [0.307, 0.711, -2.041], [-1.368, -0.034, -2.221], [-1.472, -0.392, 0.280], [0.386, -1.983, 1.248], [2.009, -1.013, 2.018]], "atomic_forces_ev_per_a": [[0.1, 0.0, 0.2], [0.3, -0.6, -0.4], [0.0, -0.6, 0.0], [-0.1, 0.2, -0.2], [-0.5, 1.2, 0.2], [-0.2, 0.3, 0.4], [0.0, 0.0, 0.0], [-0.1, 0.0, 0.0], [0.0, 0.1, -0.1], [-0.2, -0.5, -0.2], [0.5, -0.1, 0.1]], "largest_force_ev_per_a": 1.294, "charge": 0, "de_lowest_kj_mol": 223.3, "e_homo_ev": -9.475, "homo_lumo_gap_ev": 10.104}